Here is ClNO7Rb4 as an isolated structure from the OMol25 dataset. Energies are from the ωB97M-V functional and the def2-TZVPD basis.

Calculated values
Highest occupied orbital energy, eV: -13.61
ΔE to the lowest compared entry with this formula, charge and spin, kJ/mol: 0.00
Net charge: +2
Frontier orbital gap, eV: 6.836
Largest force on an atom, Eh/bohr: 0.1823

Positions of all 13 atoms, in Å:
Rb: 3.823807 -1.161531 0.368007
Rb: 1.336845 0.471027 -2.693670
Rb: -2.629694 -1.302603 -1.115601
Rb: -0.507615 -1.835636 3.028175
Cl: -0.908104 2.406131 0.260442
O: -0.202072 2.722959 1.574905
O: -0.130713 3.301475 -0.534503
O: -0.850045 0.976603 -0.084442
O: -2.228503 3.104590 0.069034
N: 0.566452 -2.168835 -0.287374
O: -0.489192 -1.755418 0.256135
O: 0.811567 -1.975039 -1.389716
O: 1.407266 -2.783723 0.548609

Atoms 1-2, force components in eV/Å:
Rb 0.193 -0.271 0.226
Rb -0.351 0.663 -0.115

***

Here is an isolated ion of composition C4H12NS and charge +1 from the OMol25 dataset. Energies are from the ωB97M-V functional and the def2-TZVPD basis.

Calculated values
Highest occupied orbital energy, eV: -13.32
ΔE to the lowest compared entry with this formula, charge and spin, kJ/mol: 46.34
Net charge: +1
SMILES: C[C@H]([NH3+])CCS
Frontier orbital gap, eV: 9.863
Largest force on an atom, Eh/bohr: 0.0347

Positions of all 18 atoms, in Å:
C: -1.343834 0.082797 1.705365
C: -0.711027 0.231677 0.310499
C: 0.843919 0.326371 0.445121
C: 1.772344 0.022781 -0.765757
S: 1.012201 0.346804 -2.418802
N: -1.068095 -1.006455 -0.509116
H: -1.118456 1.018901 2.219873
H: -0.770915 -0.668268 2.238461
H: -2.418492 -0.029545 1.600407
H: -1.159161 1.040484 -0.257117
H: 0.941963 1.408222 0.568608
H: 1.155310 -0.211572 1.331564
H: 2.172395 -0.983647 -0.838856
H: 2.517916 0.805334 -0.754672
H: 1.695804 1.494740 -2.672951
H: -0.716102 -1.848645 -0.076849
H: -0.734029 -0.856978 -1.470498
H: -2.071740 -1.173002 -0.655282

Atoms 1-2, force components in eV/Å:
C 0.917 1.044 -1.118
C 0.368 -1.086 0.498

***

Here is C27H35BiN4O7P as an isolated structure from the OMol25 dataset. Energies are from the ωB97M-V functional and the def2-TZVPD basis.

Calculated values
Highest occupied orbital energy (spin up / spin down), eV: -8.38 / -8.36
ΔE to the lowest compared entry with this formula, charge and spin, kJ/mol: 535.46
Net charge: +1
Frontier orbital gap (spin up / spin down), eV: 2.176 / 2.133
Largest force on an atom, Eh/bohr: 0.0894

Positions of all 75 atoms, in Å:
O: -0.383269 -2.252565 -6.419283
H: -1.139459 -1.879855 -5.920172
Bi: -0.541231 -0.017048 -1.894968
N: 1.109920 -1.142122 -2.561311
N: -1.281650 -1.967077 -1.387142
N: 0.205456 1.954061 -2.017949
N: -1.930989 1.034881 -0.621935
O: 2.241025 -0.672735 -2.614814
O: 1.352291 2.295696 -2.773265
O: -3.052608 0.464242 -0.022704
O: -2.363135 -2.140423 -0.731883
C: -0.583137 -2.839745 -2.147473
C: 0.672662 -2.421843 -2.743061
C: -0.478218 2.807836 -1.260560
C: -1.596005 2.330778 -0.527486
C: 1.594606 -3.239989 -3.520519
H: 1.757071 -2.763652 -4.502185
H: 1.240415 -4.250729 -3.709744
H: 2.572658 -3.308149 -3.011537
C: -1.185944 -4.161837 -2.256555
H: -2.177178 -4.081112 -2.734947
H: -1.332668 -4.595401 -1.252384
H: -0.601677 -4.868986 -2.843152
C: -0.013263 4.190337 -1.184551
C: -2.405148 3.186858 0.332149
H: 0.636248 4.520566 -2.015895
H: 0.546213 4.361629 -0.251618
H: -0.877739 4.856109 -1.181414
H: -3.014244 2.670477 1.091538
H: -3.090233 3.792969 -0.280723
H: -1.751589 3.873863 0.877780
H: 1.408505 1.601530 -3.478511
H: -3.043033 -0.495671 -0.323609
C: -1.944246 0.064082 -3.419354
H: -2.202785 0.002202 -4.462963
H: -2.003697 1.133676 -3.190027
H: -2.722241 -0.442237 -2.854969
O: 1.646015 0.896667 -6.011363
H: 1.381010 0.065214 -6.399761
H: 0.947041 1.077616 -5.373432
O: 0.638467 -0.201697 0.055631
P: 0.626924 0.001372 1.548892
C: 2.038379 1.066028 1.942999
C: 3.132638 0.609579 2.703721
C: 4.213430 1.454518 3.007245
C: 4.230103 2.772446 2.546370
C: 3.163037 3.251225 1.777007
C: 2.080284 2.400082 1.476102
C: -0.949815 0.585276 2.293360
C: -2.064280 -0.278399 2.341489
C: -3.242573 0.082884 3.009134
C: -3.332266 1.325270 3.642029
C: -2.237561 2.189141 3.622612
C: -1.053144 1.818439 2.961067
C: 0.829291 -1.590442 2.353562
C: 0.913685 -2.801493 1.645076
C: 1.015708 -4.024757 2.335008
C: 1.030580 -4.047417 3.734989
C: 0.941686 -2.848614 4.448577
C: 0.840789 -1.633845 3.761227
H: 3.143303 -0.410102 3.073622
H: 5.039432 1.077202 3.605671
H: 5.064003 3.425932 2.781678
H: 3.161829 4.277149 1.413251
H: 1.244720 2.776077 0.884261
H: -2.002583 -1.266496 1.883891
H: -4.087835 -0.600196 3.027211
H: -4.248607 1.612280 4.150739
H: -2.297398 3.155395 4.123671
H: -0.206541 2.503603 2.974648
H: 0.892146 -2.802765 0.555915
H: 1.078907 -4.958235 1.779087
H: 1.104106 -4.990586 4.268319
H: 0.945770 -2.857520 5.538237
H: 0.757633 -0.711448 4.335452

Atoms 1-2, force components in eV/Å:
O -0.214 0.654 0.960
H 0.391 -0.310 -0.438

***

Here is one molecule with the formula C22H23NO4 from the OMol25 dataset. Energies are from the ωB97M-V functional and the def2-TZVPD basis.

Calculated values
Highest occupied orbital energy, eV: -8.18
ΔE to the lowest compared entry with this formula, charge and spin, kJ/mol: 216.77
SMILES: CC(=O)c1cccc(CN2CCC[C@@H](C(=O)c3ccc4c(c3)OCO4)C2)c1
Frontier orbital gap, eV: 8.311
Largest force on an atom, Eh/bohr: 0.0251

Positions of all 50 atoms, in Å:
C: 0.229572 5.589569 -1.148815
C: 0.634690 4.783282 0.060404
O: 1.467351 5.185632 0.842377
C: -0.034853 3.470261 0.255263
C: 0.227139 2.785600 1.441838
C: -0.345572 1.551998 1.708388
C: -1.217812 1.010031 0.769817
C: -1.488497 1.677497 -0.414103
C: -0.898713 2.899980 -0.678673
H: -1.115582 3.399920 -1.609319
H: -2.160559 1.236811 -1.136196
H: -1.687288 0.055454 0.963275
C: -0.018697 0.805705 2.982932
N: 1.142924 -0.060165 2.962779
C: 1.102135 -1.200338 2.092096
C: 1.627107 -0.917739 0.654880
C: 1.546641 -2.227764 -0.087007
O: 2.432164 -3.054455 -0.036138
C: 0.258622 -2.516498 -0.777019
C: -0.199596 -3.831003 -0.755759
C: -1.407200 -4.203826 -1.333635
C: -2.133084 -3.212438 -1.950988
C: -1.668456 -1.895460 -2.000592
C: -0.482051 -1.519202 -1.427061
H: -0.134617 -0.504133 -1.513015
O: -2.574950 -1.121284 -2.678745
C: -3.615076 -1.993596 -3.065766
O: -3.334616 -3.294279 -2.594130
H: -4.568034 -1.644054 -2.637894
H: -3.695145 -2.009581 -4.164543
H: -1.761717 -5.220160 -1.305541
H: 0.410839 -4.572329 -0.263736
H: 0.986379 -0.165048 0.195815
C: 3.054589 -0.383157 0.764165
C: 3.059357 0.866800 1.637944
C: 2.454978 0.549790 3.011045
H: 2.398191 1.454179 3.619245
H: 3.114534 -0.162200 3.522934
H: 4.079539 1.228267 1.773468
H: 2.484773 1.655052 1.147984
H: 3.441693 -0.153711 -0.230923
H: 3.690666 -1.155044 1.201779
H: 0.079517 -1.582468 2.047542
H: 1.741728 -1.977367 2.527484
H: -0.874590 0.176987 3.252902
H: 0.138125 1.527401 3.789588
H: 0.888576 3.251457 2.158631
H: -0.845591 5.753541 -1.150660
H: 0.743606 6.547141 -1.128579
H: 0.503641 5.058219 -2.057989

Atoms 1-2, force components in eV/Å:
C 0.214 0.203 0.147
C 0.019 0.295 -0.241

***

Here is a 2-piece molecular cluster, C8H6BrO2P overall from the OMol25 dataset. Energies are from the ωB97M-V functional and the def2-TZVPD basis.

Calculated values
Highest occupied orbital energy (spin up / spin down), eV: -7.04 / -7.04
ΔE to the lowest compared entry with this formula, charge and spin, kJ/mol: 306.45
Frontier orbital gap (spin up / spin down), eV: 4.089 / 4.091
Largest force on an atom, Eh/bohr: 0.0656

Positions of all 18 atoms, in Å:
C: -2.080706 0.433746 -2.332333
C: 2.672251 0.123944 2.032658
C: -1.109793 0.387661 -1.358755
C: 1.783297 -0.891969 2.095780
C: -2.861912 -0.711177 -2.165394
C: 2.423212 0.846417 0.913322
C: -1.229204 -0.866876 -0.741214
C: 0.964368 -0.787591 0.911308
O: -2.330102 -1.515377 -1.240124
O: 1.422795 0.216389 0.203481
P: -0.460070 -1.761358 0.505222
Br: -0.791221 2.237700 1.885277
H: -2.064796 1.329192 -2.921627
H: 3.403387 0.490487 2.639796
H: -0.421195 1.074604 -1.076118
H: 1.657925 -1.599934 2.930641
H: -3.782125 -0.835452 -2.777787
H: 2.803888 1.829594 0.495866

Atoms 1-2, force components in eV/Å:
C -0.068 0.001 0.765
C 0.056 1.310 -1.107

***

Here is CH3ClIN as an isolated structure from the OMol25 dataset. Energies are from the ωB97M-V functional and the def2-TZVPD basis.

Calculated values
Highest occupied orbital energy, eV: -9.76
ΔE to the lowest compared entry with this formula, charge and spin, kJ/mol: 120.99
Frontier orbital gap, eV: 10.018
Largest force on an atom, Eh/bohr: 0.1158

Positions of all 7 atoms, in Å:
C: 1.088600 0.603292 0.375810
N: -0.251093 -0.545073 -0.245694
Cl: 0.904510 2.184806 -0.231038
I: 2.916251 -0.300033 0.115705
H: 0.722666 0.413583 1.446229
H: 0.251661 -0.907051 -1.027832
H: -1.005491 0.093721 -0.463168

Atoms 1-2, force components in eV/Å:
C -4.569 -3.584 1.306
N 3.186 2.207 2.330

***

Here is a 2-piece molecular cluster, BrClH4Si2 overall from the OMol25 dataset. Energies are from the ωB97M-V functional and the def2-TZVPD basis.

Calculated values
Highest occupied orbital energy, eV: -9.27
ΔE to the lowest compared entry with this formula, charge and spin, kJ/mol: 208.49
Frontier orbital gap, eV: 7.880
Largest force on an atom, Eh/bohr: 0.0376

Positions of all 8 atoms, in Å:
Si: 0.593812 -0.717554 0.182663
Si: -3.739454 0.445252 1.456503
Cl: 0.721811 -2.773916 0.185426
Br: -4.232110 -0.369387 -0.695572
H: 0.211195 -0.320276 -1.326962
H: -0.471611 -0.392330 1.139879
H: 1.974978 -0.155667 0.560101
H: -2.619526 -0.467475 1.692233

Atoms 1-2, force components in eV/Å:
Si 0.531 0.357 -1.712
Si -1.016 0.302 -1.070

***

Here is a 3-piece molecular cluster, C17H50N7O3P3 overall from the OMol25 dataset. Energies are from the ωB97M-V functional and the def2-TZVPD basis.

Calculated values
Highest occupied orbital energy, eV: -7.21
ΔE to the lowest compared entry with this formula, charge and spin, kJ/mol: 138.36
SMILES: CN(C)P(=O)(N(C)C)N(C)C.CN(C)P(=O)(N(C)C)N(C)C.COCCNP(C)C
Frontier orbital gap, eV: 7.345
Largest force on an atom, Eh/bohr: 0.1398

Positions of all 80 atoms, in Å:
C: 0.678007 -7.680255 0.709689
O: -0.521955 -7.076188 1.143213
C: -1.000972 -6.173737 0.163146
C: -2.211250 -5.400977 0.710124
N: -3.447912 -5.974758 0.162311
P: -3.920717 -7.461498 0.915732
C: -5.677780 -7.592644 0.369440
C: -3.150269 -8.829766 -0.048099
H: 1.096188 -8.211099 1.563198
H: 0.473570 -8.376094 -0.111401
H: 1.416280 -6.940303 0.383282
H: -1.327312 -6.704078 -0.737834
H: -0.229419 -5.436188 -0.088247
H: -2.131158 -4.373664 0.357403
H: -2.151178 -5.454779 1.802249
H: -4.211612 -5.313351 0.174363
H: -5.698748 -7.652315 -0.722390
H: -6.165104 -6.657253 0.644363
H: -6.137356 -8.451503 0.846692
H: -3.096556 -8.535780 -1.101212
H: -2.172746 -9.096947 0.338904
H: -3.850229 -9.665897 0.001299
O: -0.907990 -2.233617 -1.145464
P: -0.214799 -1.327717 -2.107355
N: 0.461655 -0.142877 -1.084532
C: 0.294414 1.291540 -1.179155
C: 1.355579 -0.619033 -0.036184
N: -1.558620 -0.733192 -2.984871
C: -1.722639 0.640455 -3.422067
C: -2.861702 -1.303916 -2.656808
N: 0.821135 -1.033883 -3.463712
C: 0.652026 -2.103426 -4.485552
C: 2.266387 -0.915952 -3.216728
H: 0.457062 1.664425 -2.194911
H: 1.021831 1.824446 -0.565268
H: -0.699921 1.602874 -0.840932
H: 2.324365 -0.949270 -0.437123
H: 0.912898 -1.462317 0.499283
H: 1.554344 0.160409 0.696857
H: -2.066957 1.293111 -2.611893
H: -2.467665 0.688194 -4.221217
H: -0.806726 1.046610 -3.845624
H: -3.261737 -0.906488 -1.715912
H: -2.808587 -2.385172 -2.576305
H: -3.573184 -1.078380 -3.454392
H: 0.976703 -3.078993 -4.111408
H: 1.227843 -1.863876 -5.379169
H: -0.392252 -2.179379 -4.782296
H: 2.689552 -1.794413 -2.720745
H: 2.496859 -0.032066 -2.625597
H: 2.776294 -0.785383 -4.171595
O: 2.337304 3.855391 1.454742
P: 1.791290 5.079814 2.132736
N: 1.878035 6.082517 0.715517
C: 2.582781 7.338253 0.585153
C: 1.122481 5.657439 -0.451066
N: 3.053547 5.433298 3.223569
C: 3.662670 6.737659 3.409723
C: 4.058701 4.390884 3.408234
N: 0.738496 6.231339 2.913754
C: 0.184724 5.656297 4.175018
C: -0.417685 6.746943 2.166108
H: 2.373387 8.025842 1.411106
H: 2.270854 7.866431 -0.316700
H: 3.667377 7.196812 0.517432
H: 0.041664 5.807491 -0.305023
H: 1.284319 4.597294 -0.661285
H: 1.411825 6.206872 -1.345227
H: 4.389947 6.966431 2.623578
H: 4.192400 6.764773 4.365768
H: 2.923063 7.532859 3.457908
H: 4.756071 4.338938 2.564072
H: 3.596808 3.415954 3.530778
H: 4.631812 4.587936 4.316566
H: -0.464187 4.797966 3.980196
H: -0.388581 6.410512 4.713360
H: 0.993051 5.334804 4.829233
H: -1.083279 5.956251 1.809239
H: -0.105901 7.353945 1.320418
H: -0.990915 7.405417 2.819549

Atoms 1-2, force components in eV/Å:
C -0.180 -0.128 0.275
O 0.266 0.176 -0.218